Below is a structure of composition C40H32Cl2I2N3NdO7S, with properties calculated with the ωB97M-V functional and the def2-TZVPD basis.

The calculation puts the HOMO-LUMO gap (spin up / spin down) at 4.7125 / 4.6904 eV. The expectation value of S² is 3.753. The LUMO energy (spin up / spin down) is 3.55 / 3.55 eV.

```
! RIJCOSX wB97M-V def2-TZVPD def2/J DEFGRID3
* xyz -2 4
Nd -0.731 0.043 0.127
C -3.604 -2.063 4.241
O -2.367 -1.459 4.579
C -1.272 -2.204 4.201
C -0.898 -3.295 4.948
C 0.236 -4.045 4.614
C 0.975 -3.648 3.519
C 0.615 -2.545 2.734
C 1.513 -2.217 1.633
N 1.334 -1.329 0.737
N 2.399 -1.220 -0.165
C 2.347 -0.086 -0.822
O 1.504 0.848 -0.681
C 3.440 0.117 -1.837
C 3.411 1.265 -2.623
C 4.405 1.498 -3.566
C 5.438 0.583 -3.731
C 5.467 -0.568 -2.950
C 4.474 -0.800 -2.009
C -0.546 -1.776 3.048
O -0.926 -0.761 2.366
H -3.840 -2.891 4.921
H -3.597 -2.445 3.218
H -4.376 -1.299 4.330
H -1.500 -3.560 5.812
H 0.527 -4.906 5.203
H 1.868 -4.201 3.243
H 2.445 -2.785 1.585
H 2.592 1.960 -2.478
H 4.369 2.393 -4.176
H 6.213 0.761 -4.468
H 6.268 -1.288 -3.079
H 4.479 -1.690 -1.393
I -1.987 4.794 -2.525
C -1.447 2.961 -3.371
C -1.602 2.815 -4.751
C -1.292 1.628 -5.350
I -1.509 1.505 -7.440
C -0.814 0.534 -4.589
C -0.400 -0.701 -5.139
C 0.104 -1.677 -4.335
C 0.143 -1.463 -2.947
N -0.256 -0.347 -2.398
C -0.685 0.680 -3.183
C -0.995 1.944 -2.514
O -0.857 2.095 -1.255
H -1.972 3.644 -5.338
H -0.484 -0.858 -6.206
H 0.431 -2.625 -4.741
H 0.492 -2.235 -2.273
C 0.093 4.194 2.622
S -0.083 3.289 1.078
O 0.241 1.878 1.492
C 1.415 3.942 0.342
C 2.594 3.231 0.492
C 3.754 3.725 -0.086
C 3.726 4.915 -0.805
C 2.534 5.614 -0.952
C 1.366 5.123 -0.381
H 1.076 3.965 3.036
H -0.698 3.820 3.274
H -0.025 5.263 2.437
H 2.574 2.282 1.014
H 4.675 3.163 -0.001
H 4.631 5.286 -1.272
H 2.502 6.525 -1.537
H 0.421 5.632 -0.531
Cl -2.858 -3.339 -3.068
C -3.772 -2.815 -1.656
C -5.153 -2.784 -1.777
C -5.945 -2.372 -0.715
C -5.303 -1.970 0.460
C -3.930 -2.003 0.560
C -3.080 -2.445 -0.487
C -1.653 -2.470 -0.317
H -5.601 -3.082 -2.718
H -7.024 -2.343 -0.809
H -5.890 -1.608 1.299
H -3.443 -1.630 1.455
H -1.120 -3.066 -1.051
H -1.357 -2.726 0.698
Cl -2.795 1.612 1.721
C -3.627 2.367 0.319
C -3.548 1.501 -0.943
O -4.151 1.973 -1.904
O -2.891 0.420 -0.848
H -3.141 3.319 0.118
H -4.667 2.523 0.589
*
```